H2O3S3 | ωB97M-V/def2-TZVPD

Element x y z (Å)
O (-2.639, 1.541, -0.826)
O (-0.127, 1.660, 0.120)
O (-2.078, -0.381, 0.748)
S (0.974, 0.456, -0.047)
S (-2.207, -1.831, -0.063)
S (-1.990, 1.250, 0.405)
H (1.423, 0.891, -1.309)
H (-2.397, -1.412, -1.258)

## Properties
Gap between HOMO and LUMO ... 8.52 eV
Energy above the lowest of the compared OMol25 structures with the same formula, charge and spin ... 139.9 kJ/mol



C5H6O | ωB97M-V/def2-TZVPD

Element x y z (Å)
O (1.395, 0.126, 1.759)
C (0.440, -0.136, 0.857)
C (0.664, -1.001, -0.329)
C (0.029, 0.276, -0.833)
C (-1.398, 0.388, -0.496)
C (-0.599, 0.787, 0.719)
H (1.708, -1.166, -0.595)
H (0.056, -1.899, -0.454)
H (0.607, 1.006, -1.390)
H (-1.963, -0.546, -0.482)
H (-1.959, 1.223, -0.909)
H (1.021, 0.942, 2.152)

## Properties
Gap between HOMO and LUMO ... 9.24 eV
Energy above the lowest of the compared OMol25 structures with the same formula, charge and spin ... 347.2 kJ/mol



C53H69FNO9S | ωB97M-V/def2-TZVPD

Element x y z (Å)
C (-1.471, 2.290, 3.709)
C (-2.848, 2.664, 4.240)
C (-3.891, 1.520, 4.287)
C (-3.698, 0.357, 3.315)
C (-2.952, -0.848, 3.930)
C (-1.563, -1.182, 3.324)
C (-1.610, -2.573, 2.680)
C (-2.577, -2.599, 1.482)
C (-1.933, -3.296, 0.277)
C (-0.821, -2.475, -0.385)
C (-1.246, -1.874, -1.723)
C (-0.234, -0.979, -2.406)
C (1.089, -1.023, -1.995)
C (2.080, -0.284, -2.621)
C (3.540, -0.240, -2.214)
C (3.934, -1.099, -1.003)
C (4.572, -0.260, 0.107)
S (5.210, -1.312, 1.432)
C (1.691, 0.457, -3.713)
N (0.418, 0.491, -4.149)
C (0.188, 1.294, -5.372)
C (0.679, 2.739, -5.239)
C (0.443, 3.387, -3.878)
F (1.661, 3.835, -3.377)
C (-0.567, -0.174, -3.513)
C (-1.974, -0.107, -4.026)
C (-2.622, 1.290, -4.061)
C (-3.240, 1.745, -2.740)
C (-3.733, 3.192, -2.935)
C (-2.630, 4.243, -2.864)
O (-3.063, 5.373, -2.147)
C (-2.126, 6.432, -2.187)
C (-1.571, 6.742, -0.817)
H (-1.498, 2.000, 2.662)
H (-1.002, 1.509, 4.300)
H (-0.826, 3.166, 3.769)
H (-2.714, 3.044, 5.249)
H (-3.268, 3.455, 3.632)
H (-3.949, 1.156, 5.309)
H (-4.858, 1.971, 4.074)
H (-3.238, 0.664, 2.377)
H (-4.687, -0.003, 3.051)
H (-3.573, -1.734, 3.830)
H (-2.837, -0.655, 4.994)
H (-0.801, -1.164, 4.100)
H (-1.307, -0.457, 2.555)
H (-0.598, -2.836, 2.370)
H (-1.895, -3.288, 3.447)
H (-2.789, -1.569, 1.198)
H (-3.505, -3.102, 1.728)
H (-2.700, -3.503, -0.470)
H (-1.533, -4.250, 0.602)
H (0.015, -3.147, -0.589)
H (-0.406, -1.702, 0.262)
H (-2.218, -1.399, -1.629)
H (-1.405, -2.715, -2.403)
H (1.345, -1.660, -1.169)
H (3.764, 0.800, -1.977)
H (4.126, -0.486, -3.093)
H (4.678, -1.826, -1.316)
H (3.107, -1.638, -0.561)
H (5.344, 0.389, -0.288)
H (3.813, 0.341, 0.598)
H (6.222, -1.964, 0.844)
H (2.415, 1.037, -4.258)
H (-0.835, 1.233, -5.704)
H (0.784, 0.825, -6.151)
H (1.736, 2.801, -5.471)
H (0.160, 3.322, -5.995)
H (-0.176, 4.273, -3.980)
H (-0.029, 2.736, -3.147)
H (-1.965, -0.528, -5.032)
H (-2.617, -0.748, -3.445)
H (-3.418, 1.248, -4.800)
H (-1.942, 2.076, -4.380)
H (-2.472, 1.729, -1.965)
H (-4.101, 1.138, -2.478)
H (-4.126, 3.234, -3.950)
H (-4.562, 3.429, -2.278)
H (-2.408, 4.565, -3.887)
H (-1.706, 3.849, -2.421)
H (-1.288, 6.215, -2.854)
H (-2.601, 7.332, -2.576)
H (-0.816, 7.522, -0.876)
H (-2.355, 7.062, -0.138)
H (-1.095, 5.850, -0.418)
C (2.984, -4.354, 3.155)
C (4.137, -3.940, 3.663)
C (4.680, -4.523, 4.913)
O (5.740, -4.151, 5.369)
C (3.880, -5.583, 5.576)
C (2.722, -5.996, 5.066)
C (2.183, -5.414, 3.811)
O (1.130, -5.788, 3.340)
H (2.577, -3.945, 2.238)
H (4.726, -3.170, 3.180)
H (4.294, -5.996, 6.487)
H (2.124, -6.768, 5.532)
C (-6.295, -4.205, 6.178)
C (-6.063, -3.361, 5.178)
C (-6.561, -1.964, 5.217)
O (-6.348, -1.194, 4.304)
C (-7.327, -1.542, 6.415)
C (-7.561, -2.385, 7.417)
C (-7.063, -3.784, 7.379)
O (-7.273, -4.552, 8.290)
H (-5.942, -5.229, 6.170)
H (-5.505, -3.647, 4.294)
H (-7.680, -0.519, 6.422)
H (-8.119, -2.099, 8.300)
C (2.038, 8.188, -6.991)
C (3.170, 8.768, -6.599)
C (3.901, 8.299, -5.392)
O (4.930, 8.824, -5.035)
C (3.319, 7.156, -4.640)
C (2.187, 6.581, -5.034)
C (1.462, 7.049, -6.238)
O (0.432, 6.506, -6.589)
H (1.490, 8.513, -7.866)
H (3.611, 9.600, -7.132)
H (3.866, 6.828, -3.765)
H (1.745, 5.750, -4.507)
C (7.905, -5.567, 1.057)
C (6.780, -5.708, 1.752)
C (5.609, -6.424, 1.183)
O (4.580, -6.543, 1.814)
C (5.742, -6.980, -0.187)
C (6.868, -6.840, -0.881)
C (8.039, -6.122, -0.315)
O (9.062, -5.992, -0.948)
H (8.771, -5.050, 1.451)
H (6.664, -5.312, 2.754)
H (4.877, -7.500, -0.579)
H (6.987, -7.237, -1.881)

## Properties
Gap between HOMO and LUMO ... 7.89 eV
Net charge ... +1



C17H13N4O10P2S2V | ωB97M-V/def2-TZVPD

Element x y z (Å)
V (-1.038, 1.016, 0.157)
N (2.803, 1.276, 1.541)
C (3.299, 1.338, 0.245)
C (4.595, 1.460, -0.243)
C (4.724, 1.527, -1.613)
C (3.608, 1.473, -2.469)
C (2.326, 1.342, -1.987)
C (2.183, 1.273, -0.602)
N (1.059, 1.158, 0.198)
C (1.469, 1.186, 1.461)
C (0.479, 1.204, 2.523)
C (0.563, 1.209, 3.874)
S (-1.002, 1.218, 4.573)
C (-1.721, 1.275, 3.062)
N (-0.840, 1.254, 2.075)
H (3.349, 1.345, 2.385)
H (5.453, 1.508, 0.413)
H (5.709, 1.629, -2.047)
H (3.770, 1.537, -3.536)
H (1.472, 1.289, -2.646)
H (1.444, 1.187, 4.496)
H (-2.790, 1.281, 2.897)
O (-1.968, 0.811, -2.712)
P (-3.227, 1.319, -1.909)
O (-4.546, 0.854, -2.236)
O (-2.663, 0.855, -0.405)
O (-3.012, 2.883, -1.791)
P (-2.014, 3.705, -0.836)
O (-2.707, 3.627, 0.588)
O (-1.603, 4.991, -1.336)
O (-0.838, 2.622, -0.619)
H (-2.142, 0.394, -3.572)
H (-3.167, 4.444, 0.844)
O (0.495, -1.100, -1.797)
C (-0.073, -1.609, -0.875)
N (-0.647, -0.804, 0.161)
S (-1.414, -1.768, 1.390)
O (-0.574, -1.657, 2.543)
O (-2.772, -1.341, 1.483)
C (-1.145, -3.262, 0.510)
C (-1.561, -4.520, 0.891)
C (-1.198, -5.576, 0.060)
C (-0.442, -5.361, -1.090)
C (-0.029, -4.086, -1.453)
C (-0.389, -3.029, -0.633)
H (-2.148, -4.682, 1.785)
H (-1.510, -6.580, 0.312)
H (-0.175, -6.204, -1.713)
H (0.555, -3.912, -2.346)

## Properties
Gap between HOMO and LUMO ... 4.95 eV
Net charge ... +2
Energy above the lowest of the compared OMol25 structures with the same formula, charge and spin ... 0.0 kJ/mol



Calculated values (eV) of energy for the records, taken in order: -38677.1860 -7325.6862 -89539.4962 -110202.3223.
Calculated values (eV) of HOMO energy for the records, taken in order: -8.81 -8.15 -11.51 -14.76.